Record 1
{"formula": "C4H6N5O2", "method": "the ωB97M-V functional and the def2-TZVPD basis", "elements": ["O", "O", "N", "N", "N", "N", "N", "C", "C", "C", "C", "H", "H", "H", "H", "H", "H"], "positions_angstrom": [[2.3730, -1.0141, -1.0209], [2.7060, 0.6725, 0.4244], [-1.6585, -0.7683, 0.3423], [-0.7927, -0.8190, -1.5904], [0.7957, 2.0983, 1.3394], [-2.0650, -1.4080, -1.6486], [0.5829, 0.0420, 0.1418], [1.8377, -0.0669, -0.2017], [-2.5238, -1.3706, -0.4502], [-0.0343, 2.8008, 1.7005], [-0.5151, -0.4823, -0.3587], [3.3147, -0.8927, -0.8751], [-1.6130, -0.6783, 1.3599], [-0.8284, 3.4823, 2.0834], [-0.1604, -1.0390, -2.3616], [-3.4434, -1.6877, -0.0165], [2.0246, 1.1310, 1.1320]], "mulliken_charge": [-0.4262, -0.4899, -0.0681, 0.2330, -0.3391, -0.6476, -0.4152, 0.6976, 0.0450, -0.0788, 0.2078, 0.3691, 0.2677, 0.3654, 0.3092, 0.4275, 0.5425], "e_lumo_ev": -3.200, "de_lowest_ev": 0.0000, "multiplicity": 1, "fmax_ha_per_bohr": 0.091, "charge": 1, "energy_ha": -580.01406, "homo_lumo_gap_ev": 10.500}

***

Record 2
{"formula": "C4H6N5O4", "method": "the ωB97M-V functional and the def2-TZVPD basis", "elements": ["O", "O", "O", "O", "N", "N", "N", "N", "N", "C", "C", "C", "C", "H", "H", "H", "H", "H", "H"], "positions_angstrom": [[-1.9766, 2.3962, 0.0154], [-2.3032, -1.8254, 1.0216], [-2.6730, -1.6134, -1.0932], [-3.7486, 1.0677, 0.1220], [1.8349, 0.6849, -0.0447], [0.5151, -1.0863, 0.0024], [0.5762, 1.2067, -0.0519], [-2.5569, 1.1459, 0.0489], [-2.2984, -1.2663, -0.0228], [1.7408, -0.6765, -0.0119], [-0.3103, 0.2279, -0.0266], [-1.6993, 0.1432, -0.0003], [2.9119, -1.5655, 0.0318], [2.5661, -2.5950, 0.0633], [0.3992, 2.2066, -0.0747], [3.4991, -1.3646, 0.9287], [-2.6865, 3.0728, 0.0647], [3.5542, -1.4274, -0.8378], [2.6554, 1.2685, -0.1349]], "mulliken_charge": [-0.4747, -0.4839, -0.5059, -0.5799, -0.3065, -0.3882, 0.0509, 1.0014, 1.0077, 0.6301, 0.9211, -0.7029, -1.1117, 0.3047, 0.2747, 0.3391, 0.4265, 0.3453, 0.2521], "e_lumo_ev": [-5.364, -5.365], "smiles": "CC1=N/C(=C(\\[N+](=O)[O-])[N+](=O)O)NN1", "de_lowest_ev": 0.0000, "multiplicity": 1, "fmax_ha_per_bohr": 0.107, "charge": 1, "energy_ha": -730.25826, "homo_lumo_gap_ev": [8.430, 8.429]}

***

What did the second record say?
{"formula": "C4H6N5O4", "method": "the ωB97M-V functional and the def2-TZVPD basis", "elements": ["O", "O", "O", "O", "N", "N", "N", "N", "N", "C", "C", "C", "C", "H", "H", "H", "H", "H", "H"], "positions_angstrom": [[-1.9766, 2.3962, 0.0154], [-2.3032, -1.8254, 1.0216], [-2.6730, -1.6134, -1.0932], [-3.7486, 1.0677, 0.1220], [1.8349, 0.6849, -0.0447], [0.5151, -1.0863, 0.0024], [0.5762, 1.2067, -0.0519], [-2.5569, 1.1459, 0.0489], [-2.2984, -1.2663, -0.0228], [1.7408, -0.6765, -0.0119], [-0.3103, 0.2279, -0.0266], [-1.6993, 0.1432, -0.0003], [2.9119, -1.5655, 0.0318], [2.5661, -2.5950, 0.0633], [0.3992, 2.2066, -0.0747], [3.4991, -1.3646, 0.9287], [-2.6865, 3.0728, 0.0647], [3.5542, -1.4274, -0.8378], [2.6554, 1.2685, -0.1349]], "mulliken_charge": [-0.4747, -0.4839, -0.5059, -0.5799, -0.3065, -0.3882, 0.0509, 1.0014, 1.0077, 0.6301, 0.9211, -0.7029, -1.1117, 0.3047, 0.2747, 0.3391, 0.4265, 0.3453, 0.2521], "e_lumo_ev": [-5.364, -5.365], "smiles": "CC1=N/C(=C(\\[N+](=O)[O-])[N+](=O)O)NN1", "de_lowest_ev": 0.0000, "multiplicity": 1, "fmax_ha_per_bohr": 0.107, "charge": 1, "energy_ha": -730.25826, "homo_lumo_gap_ev": [8.430, 8.429]}